No. 1
Below is a cluster of 2 separate species, C8H14NO2S in total, with properties calculated with the ωB97M-V functional and the def2-TZVPD basis.

**Charge**: +1
**HOMO-LUMO gap**: 7.96 eV
**Relative energy (zero: lowest compared OMol25 entry of this formula, charge and spin)**: 85.1 kcal per mole
**Calculated total energy**: -916.2758 Eh

```
26
C8H14NO2S the ωB97M-V functional and the def2-TZVPD basis
C -1.4363 -1.7942 -1.7414
C -1.4582 -3.1097 -1.9340
C -0.8197 0.1545 1.2469
C -2.0161 0.8629 -0.7338
C -2.0312 0.4891 -2.1601
C -0.4427 -1.1350 -0.7548
C 4.0751 2.1659 2.3248
C 2.8405 1.5336 2.5383
N -1.1459 -0.0765 -0.0014
O -2.3262 -0.8747 -2.2745
O 0.1965 -2.0087 0.0649
S 1.4592 1.8023 1.6335
H -1.9399 -3.4679 -2.9194
H -1.0292 -3.9246 -1.2905
H -1.4481 0.8562 1.8262
H -1.5165 1.9232 -0.6450
H -3.1008 0.8580 -0.2799
H -2.7753 0.9876 -2.7982
H -1.0662 0.6406 -2.7781
H 0.3407 -0.6909 -1.3473
H 4.0927 3.0497 2.9902
H 4.9401 1.5293 2.4702
H 4.2462 2.6397 1.3362
H 2.6580 1.0291 3.5422
H -0.2233 -2.8661 -0.0189
H -0.0732 -0.5737 1.7041
```

***

No. 2
Below is an isolated molecule of C14H15ClN4O, with properties calculated with the ωB97M-V functional and the def2-TZVPD basis.

**HOMO-LUMO gap**: 8.21 eV
**Calculated total energy**: -1296.8558 Eh

```
35
C14H15ClN4O the ωB97M-V functional and the def2-TZVPD basis
O -1.0578 1.8780 0.6535
Cl 1.4062 -5.6456 0.1931
N -1.9726 -1.8180 2.6633
N -2.8687 -0.8340 3.0661
C -0.9881 0.6250 0.4338
C -1.3429 -1.4793 1.6096
C -2.9117 0.0937 2.1227
C 1.6329 -3.3010 -0.9191
C -0.0008 -3.4046 0.9323
C 1.3652 -1.9243 -1.0161
C 1.0039 -4.0561 0.1083
C -0.2581 -2.0520 0.8166
C 0.3638 -1.3502 -0.1774
N 3.3597 2.6547 -1.9659
N 0.1650 0.1052 -0.2272
C -3.9195 1.2576 2.4582
C -2.0373 -0.3276 1.0060
C 1.9586 2.9811 -1.9837
C 1.2821 0.9591 -0.5683
C 0.9481 1.8488 -1.7285
H 2.3268 -3.7911 -1.5663
H -0.5542 -3.8767 1.7454
H 1.6591 -1.3062 -1.8489
H 3.5278 2.3626 -2.9139
H 3.8009 3.5742 -1.7675
H -3.4593 2.0614 3.1187
H -4.2452 1.7231 1.5901
H -4.8232 0.8144 2.9489
H -2.7512 -0.6182 0.1424
H 1.8764 3.8464 -1.3431
H 1.7794 3.5537 -2.9238
H 1.7191 1.6108 0.2795
H 2.1834 0.3512 -0.8087
H 0.8599 1.1804 -2.5449
H -0.0279 2.3034 -1.5855
```

***

No. 3
Below is a structure of composition C21H23AuCl2N4O2, with properties calculated with the ωB97M-V functional and the def2-TZVPD basis.

**HOMO-LUMO gap**: 7.91 eV
**Relative energy (zero: lowest compared OMol25 entry of this formula, charge and spin)**: 3.4 kcal per mole
**Calculated total energy**: -2239.6758 Eh

```
53
C21H23AuCl2N4O2 the ωB97M-V functional and the def2-TZVPD basis
Au 1.5468 0.3959 -0.4009
C 3.2327 -0.1604 4.6302
C 3.8772 0.3088 3.3345
N 2.8673 0.3162 2.3089
C 1.5700 0.6324 2.5095
N 0.8059 0.7439 1.4526
C -0.6109 1.0150 1.6115
C -0.8787 1.8261 2.8730
C -0.2551 1.0967 4.0533
N 1.1315 0.7751 3.7771
C 2.0283 0.7239 4.9145
H 3.9417 -0.0992 5.4541
H 2.9122 -1.1965 4.5183
H 4.6716 -0.3721 3.0240
H 4.3143 1.3084 3.4621
H 3.1387 0.3246 1.3309
H -1.1701 0.0707 1.6533
H -0.9467 1.5652 0.7306
H -1.9513 1.9383 3.0299
H -0.4270 2.8150 2.7720
H -0.8123 0.1734 4.2598
H -0.2822 1.7274 4.9459
H 1.4729 0.3267 5.7672
H 2.3633 1.7377 5.1705
Cl -2.8724 -1.5010 -0.7914
C -2.8034 0.1846 -1.1882
C -3.7916 1.0269 -0.7132
C -3.7062 2.3889 -0.9456
C -2.6186 2.9105 -1.6253
C -1.6441 2.0586 -2.1101
Cl -0.2763 2.7227 -2.9497
C -1.7146 0.6647 -1.9335
N -0.7097 -0.1605 -2.3745
C -0.9175 -1.3463 -3.1094
C -2.0966 -1.5590 -3.8131
C -2.2180 -2.6472 -4.6562
C -1.1433 -3.4971 -4.8532
C 0.0070 -3.3244 -4.1063
C 0.1196 -2.2858 -3.1926
C 1.3270 -2.1767 -2.3168
C 2.2918 -1.0951 -2.8767
O 2.8897 -1.3267 -3.9041
O 2.3776 0.0130 -2.2272
H -4.6175 0.6178 -0.1522
H -4.4855 3.0439 -0.5930
H -2.5365 3.9734 -1.7930
H 0.1351 0.3319 -2.6476
H -2.9152 -0.8598 -3.7116
H -3.1437 -2.8053 -5.1869
H -1.2088 -4.2965 -5.5756
H 0.8365 -4.0056 -4.2329
H 1.8635 -3.1277 -2.3071
H 1.0317 -1.9153 -1.2957
```

***

No. 4
Below is an isolated molecule of C4H10N2O, with properties calculated with the ωB97M-V functional and the def2-TZVPD basis.

**HOMO-LUMO gap**: 9.92 eV
**Relative energy (zero: lowest compared OMol25 entry of this formula, charge and spin)**: 55.7 kcal per mole
**Calculated total energy**: -343.1128 Eh

```
17
C4H10N2O the ωB97M-V functional and the def2-TZVPD basis
C -1.1828 -1.9056 1.3164
N -1.6844 -0.7274 0.5817
C -0.8582 -0.3198 -0.6025
C 0.0560 0.9446 -0.6657
N 1.3642 0.8430 -0.1171
C 2.3187 -0.2555 0.1376
O -0.3606 2.0160 -1.0956
H -2.1272 -2.2811 1.8174
H -0.2792 -1.6243 2.1163
H -0.7376 -2.6416 0.6272
H -1.6641 0.0226 1.2456
H -0.0737 -1.1540 -0.8214
H -1.5619 -0.1212 -1.3831
H 1.7995 1.7538 0.0092
H 3.1032 0.0545 0.8726
H 1.8105 -1.1128 0.6360
H 2.8540 -0.6151 -0.7227
```

***

- What is the calculated total energy in the second record?
  -1296.8558 Eh